ORCA calculation (wB97M-V/def2-TZVPD) on 2 unconnected molecules or ions with the total composition C32H38O2 at a distorted geometry.

ORCA input file:
```
! RIJCOSX wB97M-V def2-TZVPD def2/J DEFGRID3
* xyz 0 1
C -1.719 1.025 6.656
C -0.935 0.974 5.380
C -0.225 2.100 4.977
C 0.572 2.094 3.838
C 1.329 3.363 3.561
C 0.649 0.927 3.051
C 1.610 0.871 1.866
C 3.081 0.876 2.327
C 1.358 1.977 0.789
C 0.137 1.746 0.023
C -0.680 2.720 -0.582
C -2.096 2.492 -0.706
C -2.728 1.283 -0.092
C -2.893 3.368 -1.429
C -2.370 4.528 -2.012
C -3.227 5.461 -2.803
C -1.007 4.794 -1.844
C -0.156 3.938 -1.161
C 1.302 4.284 -1.094
C -0.094 -0.216 3.428
C -0.037 -1.510 2.656
C -0.880 -0.166 4.576
H -2.256 0.098 6.865
H -1.060 1.222 7.509
H -2.453 1.838 6.634
H -0.259 3.004 5.583
H 2.242 3.235 2.978
H 0.687 4.093 3.050
H 1.619 3.811 4.518
H 1.436 -0.084 1.359
H 3.291 -0.050 2.883
H 3.761 0.923 1.463
H 3.296 1.726 2.988
H 1.303 2.958 1.270
H 2.222 2.006 0.110
H -0.203 0.711 -0.004
H -3.816 1.327 -0.227
H -2.353 0.363 -0.559
H -2.536 1.225 0.988
H -3.955 3.133 -1.531
H -2.643 6.299 -3.196
H -3.665 4.948 -3.666
H -4.056 5.867 -2.212
H -0.588 5.701 -2.288
H 1.515 5.131 -1.761
H 1.603 4.595 -0.082
H 1.922 3.431 -1.410
H -0.685 -2.250 3.140
H -0.392 -1.382 1.624
H 0.978 -1.930 2.630
H -1.442 -1.053 4.864
C 1.382 1.368 -4.357
C 1.180 0.786 -2.972
C 2.375 0.774 -2.166
C 2.705 -0.210 -1.179
C 4.160 -0.304 -0.725
C 5.130 0.703 -0.939
C 6.404 0.609 -0.363
C 6.731 -0.489 0.445
C 5.793 -1.510 0.641
C 4.548 -1.445 0.004
O 1.861 -0.974 -0.655
O 0.070 0.383 -2.618
H 2.296 1.983 -4.382
H 1.488 0.532 -5.066
H 0.508 1.963 -4.631
H 3.216 1.325 -2.589
H 4.896 1.559 -1.580
H 7.151 1.384 -0.538
H 7.713 -0.561 0.910
H 6.024 -2.362 1.283
H 3.856 -2.286 0.081
*
```

- E: -37893.708 eV
- Frontier orbital gap: 4.7 eV
- Highest occupied orbital energy: -6.8 eV
- LUMO energy: -0.0787 Ha



ORCA calculation (wB97M-V/def2-TZVPD) on a molecular structure, C32H39BCl2F2N5O2OsS at a distorted geometry.

ORCA input file:
```
! RIJCOSX wB97M-V def2-TZVPD def2/J DEFGRID3
* xyz 1 1
Os 0.051 -0.520 0.406
C -3.959 1.445 -1.812
N -3.880 0.156 -1.129
C -4.928 -0.504 -0.511
C -4.427 -1.608 0.069
N -3.062 -1.626 -0.223
C -2.751 -0.531 -0.936
S -1.227 -0.224 -1.601
C -2.164 -2.649 0.160
C -2.736 -3.903 0.304
C -1.987 -4.945 0.811
C -0.671 -4.699 1.136
C -0.154 -3.450 0.881
N -0.852 -2.408 0.384
H -5.007 1.717 -1.901
H -3.508 1.374 -2.798
H -3.430 2.195 -1.228
H -5.932 -0.119 -0.516
H -4.906 -2.352 0.677
H -3.759 -4.056 0.001
H -2.428 -5.923 0.945
H -0.034 -5.464 1.556
H 0.882 -3.270 1.081
C 1.403 4.792 -1.477
C 0.632 3.483 -1.280
C -0.863 3.767 -1.107
C 0.838 2.513 -2.435
C 0.678 3.013 -3.723
C 0.786 2.203 -4.836
C 1.052 0.857 -4.674
C 1.210 0.305 -3.410
C 1.593 -1.147 -3.294
C 0.847 -2.060 -4.263
C 3.109 -1.311 -3.427
C 1.111 1.138 -2.284
N 1.323 0.618 -0.949
C 2.319 1.151 -0.292
C 2.496 0.927 1.057
C 3.462 1.398 1.935
C 3.140 0.858 3.166
C 1.983 0.075 3.018
N 1.583 0.117 1.701
C 1.376 -0.675 4.191
C 2.472 -0.967 5.224
C 0.749 -1.991 3.766
C 0.305 0.212 4.843
H 1.415 5.360 -0.547
H 0.936 5.420 -2.237
H 2.436 4.609 -1.779
H 0.985 3.036 -0.352
H -1.289 4.130 -2.046
H -1.018 4.531 -0.342
H -1.389 2.870 -0.794
H 0.467 4.067 -3.856
H 0.672 2.623 -5.827
H 1.158 0.222 -5.544
H 1.322 -1.455 -2.294
H 1.243 -1.977 -5.276
H -0.218 -1.824 -4.291
H 0.960 -3.099 -3.951
H 3.444 -0.955 -4.403
H 3.391 -2.360 -3.324
H 3.635 -0.743 -2.657
H 3.033 1.774 -0.823
H 4.292 2.038 1.685
H 3.671 1.017 4.088
H 3.331 -1.464 4.769
H 2.070 -1.616 6.003
H 2.818 -0.054 5.707
H 1.446 -2.571 3.157
H -0.166 -1.802 3.213
H 0.482 -2.581 4.645
H 0.727 1.179 5.123
H -0.079 -0.268 5.746
H -0.530 0.376 4.167
Cl -3.321 0.569 4.077
C -2.834 1.511 2.674
Cl -4.241 1.895 1.650
C -1.781 0.811 1.815
O -1.086 1.510 1.067
O -1.621 -0.444 1.895
H -2.434 2.459 3.015
F 2.759 -1.718 -0.184
B 1.448 -1.902 -0.305
F 1.136 -3.086 -0.869
*
```

- E: -89820.092 eV
- Frontier orbital gap: 6.6 eV
- Highest occupied orbital energy: -10.3 eV
- LUMO energy: -0.1358 Ha



ORCA calculation (wB97M-V/def2-TZVPD) on a molecular structure, C32H39BCrF2N6OTe.

ORCA input file:
```
! RIJCOSX wB97M-V def2-TZVPD def2/J DEFGRID3
* xyz -1 6
Cr -0.103 0.243 -0.528
B -1.183 3.648 -0.121
N 0.329 3.255 -0.034
C 1.288 4.177 0.105
C 2.498 3.540 0.311
C 2.175 2.187 0.278
N 0.867 2.023 0.075
N -2.136 2.431 -0.008
C -3.500 2.622 0.002
C -4.130 1.538 0.477
C -3.074 0.529 0.779
N -1.821 1.199 0.440
H -1.409 4.384 0.823
H -1.398 4.221 -1.171
H 1.037 5.224 0.063
H 3.467 3.988 0.454
H 2.818 1.328 0.372
H -3.894 3.572 -0.327
H -5.191 1.403 0.609
H -3.052 0.236 1.841
F 1.318 0.083 -3.016
C 1.636 -0.239 -1.671
F 2.007 -1.606 -1.738
H 2.592 0.272 -1.521
C -4.163 -2.437 1.529
C -2.827 -2.674 2.015
C -1.788 -2.329 1.206
N -1.964 -1.525 0.132
C -3.223 -0.797 -0.012
C -4.374 -1.616 0.486
H -4.986 -3.002 1.955
H -2.645 -3.274 2.896
H -0.775 -2.663 1.370
H -3.317 -0.549 -1.068
H -5.343 -1.522 0.009
C -0.356 -2.761 -2.918
C -0.773 -2.735 -1.464
O -0.835 -3.772 -0.811
N -1.153 -1.495 -1.035
Te 2.323 -2.976 1.053
C 2.925 -3.557 3.018
C 4.184 -4.129 3.249
C 5.166 -4.412 2.143
C 4.550 -4.461 4.555
C 3.699 -4.261 5.630
C 4.113 -4.617 7.034
C 2.443 -3.727 5.376
C 2.039 -3.374 4.094
C 0.652 -2.818 3.902
C 3.996 -1.697 0.740
C 4.189 -0.582 1.573
C 3.271 -0.248 2.720
C 5.259 0.275 1.322
C 6.129 0.072 0.262
C 7.247 1.038 -0.027
C 5.926 -1.039 -0.544
C 4.880 -1.933 -0.326
C 4.768 -3.106 -1.265
H 0.286 -3.621 -3.101
H 0.143 -1.844 -3.215
H -1.268 -2.863 -3.511
H 4.674 -4.916 1.309
H 5.977 -5.043 2.506
H 5.600 -3.492 1.747
H 5.530 -4.895 4.727
H 5.107 -5.064 7.049
H 3.416 -5.328 7.482
H 4.132 -3.732 7.673
H 1.752 -3.577 6.201
H 0.160 -2.669 4.864
H 0.032 -3.498 3.313
H 0.669 -1.866 3.369
H 2.231 -0.210 2.386
H 3.528 0.724 3.143
H 3.329 -0.996 3.511
H 5.397 1.139 1.966
H 7.387 1.736 0.799
H 7.032 1.622 -0.925
H 8.190 0.514 -0.195
H 6.602 -1.224 -1.374
H 5.762 -3.436 -1.575
H 4.205 -2.822 -2.154
H 4.244 -3.944 -0.810
*
```

- E: -86631.745 eV
- Frontier orbital gap (alpha / beta): 6.1 / 6.6 eV
- Highest occupied orbital energy (alpha / beta): -3.8 / -4.2 eV
- Expectation value of S²: 8.78
- LUMO energy (alpha / beta): 0.0855 / 0.0855 Ha